Version 1
# C2H4N2O2

An isolated molecule of C2H4N2O2 (ωB97M-V/def2-TZVPD, OMol25).

Positions of all 10 atoms, in Å:
O -1.860 0.971 0.888
O -1.518 -1.116 0.243
N 1.284 -1.338 -0.715
N 0.133 0.551 0.050
C -1.076 0.009 0.364
C 1.233 -0.085 -0.454
H 2.091 0.587 -0.616
H 0.193 1.537 0.250
H 2.207 -1.592 -1.081
H -2.687 0.476 1.072

E_HOMO: -10.086 eV
Kohn-Sham gap: 10.7 eV

Version 2
# C2H4N2O2

An isolated molecule of C2H4N2O2 (ωB97M-V/def2-TZVPD, OMol25).

Positions of all 10 atoms, in Å:
O -2.380 -0.573 -0.059
O 0.400 1.502 -0.091
N -0.309 0.335 0.176
N 1.786 -0.433 0.085
C 0.475 -0.875 -0.041
C -1.667 0.372 0.158
H 2.309 -1.260 -0.006
H -2.022 1.503 -0.010
H 1.418 1.240 -0.068
H -0.010 -1.812 -0.145

E_HOMO: -9.450 eV
Kohn-Sham gap: 9.5 eV

Version 3
# C2H4N2O2

A cluster of 2 separate species, C2H4N2O2 in total (ωB97M-V/def2-TZVPD, OMol25).

Positions of all 10 atoms, in Å:
O 0.399 -1.764 0.141
O -1.166 1.009 -1.077
N 0.900 0.012 -1.544
N -0.147 -0.694 0.317
C -0.313 0.195 -0.848
C 0.054 0.424 2.145
H 1.078 0.233 -2.525
H 1.537 -0.728 -1.139
H -0.022 -0.313 2.906
H -0.796 1.061 2.005

E_HOMO (spin up / spin down): -9.604 / -8.786 eV
Kohn-Sham gap (spin up / spin down): 8.9 / 7.1 eV

Least stable: version 3

Version 1
# C2H4N2O2

An isolated molecule of C2H4N2O2 (ωB97M-V/def2-TZVPD, OMol25).

Positions of all 10 atoms, in Å:
O -0.085 -0.595 1.496
O 0.912 -0.356 -0.624
N -0.179 -1.646 -2.381
N 0.165 1.451 0.606
C 0.077 0.132 0.386
C -0.083 -0.934 -1.439
H 0.131 -1.521 1.316
H -1.019 -0.424 -0.648
H -0.162 1.834 1.480
H 0.243 2.059 -0.192

E_HOMO (spin up / spin down): -8.288 / -8.289 eV
Kohn-Sham gap (spin up / spin down): 8.2 / 8.2 eV

Version 2
# C2H4N2O2

An isolated molecule of C2H4N2O2 (ωB97M-V/def2-TZVPD, OMol25).

Positions of all 10 atoms, in Å:
O 1.423 -1.638 1.071
O -0.312 -1.971 -0.160
N -0.364 0.832 -1.068
N 0.578 -1.344 0.304
C 0.604 0.407 -0.201
C -0.686 0.968 0.313
H -1.159 0.064 0.681
H -0.812 0.130 -1.649
H 1.703 0.701 -0.018
H -0.974 1.851 0.725

E_HOMO: -10.027 eV
Kohn-Sham gap: 11.0 eV

Version 3
# C2H4N2O2

An isolated molecule of C2H4N2O2 (ωB97M-V/def2-TZVPD, OMol25).

Positions of all 10 atoms, in Å:
O -0.087 -0.061 -0.729
O -2.117 -0.056 -1.752
N 0.251 -0.253 1.521
N 1.601 -0.160 1.304
C -0.916 0.014 -1.785
C -0.613 -0.241 0.599
H -1.673 -0.231 0.740
H 2.095 0.054 2.222
H 1.837 0.666 0.621
H -0.379 0.267 -2.741

E_HOMO: -9.384 eV
Kohn-Sham gap: 10.2 eV

Version 4
# C2H4N2O2

An isolated molecule of C2H4N2O2 (ωB97M-V/def2-TZVPD, OMol25).

Positions of all 10 atoms, in Å:
O 1.395 -0.932 0.371
O -0.970 1.399 -0.345
N 0.214 0.185 -1.830
N -0.501 -0.441 1.685
C -0.171 0.487 -0.528
C 0.244 -0.379 0.584
H -1.116 0.303 1.783
H -0.031 0.882 -2.527
H 0.040 -0.833 2.557
H 0.897 -0.671 -1.749

E_HOMO: -9.876 eV
Kohn-Sham gap: 10.2 eV

Least stable: version 2

Version 1
# C2H4N2O2

An isolated molecule of C2H4N2O2 (ωB97M-V/def2-TZVPD, OMol25).

Positions of all 10 atoms, in Å:
O 0.192 -1.504 0.694
O 1.804 1.467 -1.644
N 0.129 0.601 -0.372
N -1.582 -0.419 0.997
C -0.440 -0.374 0.413
C 1.382 0.560 -0.972
H -2.281 0.291 0.943
H -0.409 1.443 -0.533
H 1.926 -0.372 -0.765
H -0.721 -1.693 1.240

E_HOMO: -10.213 eV
Kohn-Sham gap: 10.9 eV

Version 2
# C2H4N2O2

An isolated molecule of C2H4N2O2 (ωB97M-V/def2-TZVPD, OMol25).

Positions of all 10 atoms, in Å:
O 2.359 1.108 0.912
O -0.826 0.661 -1.923
N -1.149 -1.029 -0.285
N 0.202 0.845 0.379
C -0.725 0.200 -0.682
C 1.486 0.209 0.784
H -1.641 -1.767 -1.017
H 0.404 1.781 -0.012
H 1.571 -0.969 1.050
H -1.679 -1.039 0.794

E_HOMO: -10.234 eV
Kohn-Sham gap: 10.6 eV

Least stable: version 2